No. 1
# C14H9NO4ReS6

A structure of composition C14H9NO4ReS6 (ωB97M-V/def2-TZVPD, OMol25).

XYZ file:
```
35
Properties=species:S:1:pos:R:3:forces:R:3:lowdin_charge:R:1
Re 0.2405 0.8310 -0.5794 0.095 0.019 0.237 0.8822
S -4.9228 -2.8202 2.9255 -0.178 0.106 0.177 0.5700
C -3.8145 -1.8511 2.2340 0.294 -0.383 -0.336 -1.5068
S -2.2031 -1.6480 2.8501 0.087 0.091 0.264 0.9117
C -1.5888 -0.6411 1.5691 0.357 -0.055 0.379 -1.1269
C -2.4384 -0.3889 0.5693 -0.283 0.161 -0.412 -1.0993
S -2.0054 0.6186 -0.7941 -0.077 -0.048 0.021 0.5647
S -4.0325 -1.0895 0.6914 -0.112 0.198 -0.081 0.9126
S 0.0377 -0.0070 1.6365 -0.172 0.055 -0.101 0.5667
O 1.8319 7.8683 1.5122 -0.115 -0.126 -0.144 0.1153
C 0.6301 7.2648 1.3345 0.133 -0.079 0.291 -0.4767
O -0.3389 7.6745 1.9031 -0.062 0.064 -0.127 0.1350
C 0.6163 6.0598 0.4427 0.022 0.125 0.004 -0.1371
C 1.7266 5.2398 0.2881 0.055 -0.047 -0.038 -0.0202
C 1.6677 4.1241 -0.5340 0.024 0.008 0.055 -0.1054
C 0.4890 3.8269 -1.2128 -0.030 -0.088 0.044 -0.6480
S 0.4121 2.4054 -2.2963 -0.007 0.073 -0.072 0.5685
C -0.6293 4.6434 -1.0465 -0.072 0.025 -0.006 -0.0898
C -0.5666 5.7493 -0.2173 -0.036 -0.079 -0.043 0.0010
H 2.4798 7.4710 0.9174 0.033 0.090 0.025 0.0955
H 2.6414 5.4387 0.8352 0.004 -0.030 -0.015 0.1205
H 2.5271 3.4752 -0.6385 -0.006 0.011 -0.015 0.0963
H -1.5479 4.4029 -1.5659 0.014 -0.008 0.001 0.1091
H -1.4314 6.3814 -0.0653 0.005 -0.006 -0.010 0.1278
O 2.4691 0.8928 -0.1865 0.040 -0.184 -0.017 -0.1116
C 2.5547 -0.2125 -0.7811 0.054 0.267 0.159 -0.5280
C 3.6950 -1.1679 -0.9327 -0.050 0.018 -0.093 -0.0504
C 3.0243 -2.3466 -1.6596 0.003 0.019 0.051 -0.0544
C 1.5493 -1.9664 -1.8205 0.129 0.307 0.118 -0.4338
O 0.6657 -2.6287 -2.2643 -0.096 -0.077 -0.063 0.1337
N 1.4202 -0.6455 -1.3256 -0.071 -0.374 -0.241 -0.0467
H 4.0896 -1.4154 0.0521 -0.006 -0.036 0.000 0.1338
H 4.4979 -0.6965 -1.4993 0.001 -0.013 -0.010 0.1330
H 3.0742 -3.2776 -1.0982 0.006 -0.010 -0.004 0.1290
H 3.4374 -2.5366 -2.6487 0.018 0.009 0.001 0.1286
```
Forces are in eV/Å.

Output
**Expectation value of S²**: 3.775
**LUMO energy (spin up / spin down)**: -1.4 / -1.9 eV
**Kohn-Sham gap (spin up / spin down)**: 6.629 / 6.099 eV
**Maximum force**: 0.59 eV/Å
**2S+1**: 4

No. 2
# CH3FIP

A structure of composition CH3FIP (ωB97M-V/def2-TZVPD, OMol25).

XYZ file:
```
7
Properties=species:S:1:pos:R:3:forces:R:3:lowdin_charge:R:1
C -0.2560 -0.6044 0.0798 2.382 2.550 -2.079 -0.9403
F -1.2639 1.7999 -0.0220 -0.001 0.190 -0.368 -0.3959
P -0.5368 0.8073 -1.0739 -0.772 -0.706 1.321 0.7149
I 1.2175 -1.7469 -0.7680 0.611 -0.476 -0.158 0.7114
H 1.1414 -0.4478 2.5173 -0.131 0.036 -0.110 0.0887
H -1.0348 -1.2018 0.3234 -2.517 -1.566 1.153 -0.0965
H 0.7327 1.3937 -1.0566 0.428 -0.029 0.242 -0.0823
```
Forces are in eV/Å.

Output
**LUMO energy (spin up / spin down)**: -1.3 / -0.2 eV
**Kohn-Sham gap (spin up / spin down)**: 8.336 / 8.421 eV
**Maximum force**: 4.06 eV/Å
**ΔE to the lowest compared entry with this formula, charge and spin**: 104.21 kcal/mol

No. 3
# C23H27N4O4S2

A cluster of 3 separate species, C23H27N4O4S2 in total (ωB97M-V/def2-TZVPD, OMol25).

XYZ file:
```
60
Properties=species:S:1:pos:R:3:forces:R:3:lowdin_charge:R:1
S 1.3180 -4.2754 1.4687 0.568 1.348 -0.497 0.7623
C 1.7701 -2.9516 0.6316 -0.997 -0.096 0.058 -1.0028
S 1.2299 -2.7561 -1.1398 0.190 0.168 0.046 0.8344
C -0.4672 -2.0623 -1.1502 -0.611 0.972 0.185 -0.4956
C -0.5578 -0.5440 -0.6635 -0.524 -1.324 1.072 -0.1813
C -2.0798 -0.2610 -0.3014 0.758 1.244 -2.285 -0.1365
N -2.3573 -0.1825 1.1638 0.119 0.083 0.647 -0.1047
C -2.0429 -1.4206 1.9491 0.411 -1.297 1.961 -0.0962
C -3.2990 -2.3458 2.2578 0.472 -0.889 -0.230 -0.1717
N -4.4164 -2.2320 1.3109 0.791 0.912 0.595 -0.0552
C -4.7580 -0.8372 0.9426 -0.450 0.140 -1.085 -0.1727
C -3.7640 0.2531 1.4948 -1.689 -0.222 -0.627 -0.0733
N 2.5966 -1.8850 1.1446 0.970 1.131 0.651 -0.1724
C 3.9980 -1.7306 1.0347 0.843 2.182 1.019 -0.0413
C 4.3271 -0.4744 1.6786 -1.239 -2.147 -1.092 -0.0989
N 3.1535 0.1395 2.1788 -0.123 -3.294 -1.916 0.0535
C 2.1754 -0.7390 1.8249 0.486 1.698 0.944 -0.2005
H -1.1900 -2.6923 -0.5582 0.843 0.452 -0.520 0.0755
H -0.8362 -2.0672 -2.2195 0.692 -0.380 1.022 0.0875
H 0.0309 -0.4943 0.2965 -0.309 0.377 -1.163 0.0714
H -0.1584 0.1690 -1.4358 -0.399 -0.735 0.952 0.1298
H -2.3406 0.7561 -0.7225 -0.010 -1.099 0.565 0.1408
H -2.7000 -1.0076 -0.8572 0.192 0.584 1.051 0.1294
H -1.7502 0.5631 1.5416 -0.116 -0.434 -0.401 0.1905
H -1.6510 -1.0719 2.9514 -0.328 -0.272 -1.125 0.1486
H -1.2372 -2.0613 1.5152 -0.618 1.037 -0.140 0.1015
H -3.5929 -2.2099 3.3341 -0.069 0.099 -1.122 0.1271
H -2.9281 -3.4105 2.1845 -0.363 1.151 0.222 0.1356
H -4.3112 -2.8411 0.5034 0.059 0.327 0.311 0.1125
H -4.7552 -0.7802 -0.1864 -0.161 0.189 1.160 0.1104
H -5.8093 -0.5969 1.2600 1.072 0.007 -0.107 0.1326
H -3.9359 0.3697 2.5950 0.766 -0.113 -0.875 0.1503
H -3.9509 1.2402 0.9839 0.178 -1.061 0.544 0.1523
H 4.7095 -2.4378 0.5499 -1.149 0.547 0.463 0.1274
H 5.3588 -0.0480 1.7417 -1.348 -0.379 0.100 0.0820
H 1.1322 -0.4692 2.1149 0.933 -0.913 -0.475 0.1077
C -2.4052 -0.4776 -4.8812 0.151 0.126 0.217 0.0295
C -2.9016 0.2453 -3.8789 0.172 -0.118 -0.041 0.0007
C -4.3529 0.2715 -3.5938 -0.200 0.132 0.049 -0.3939
O -4.8012 0.9345 -2.6761 0.174 -0.176 0.103 0.0812
C -5.2351 -0.5369 -4.4636 -0.038 -0.104 -0.126 0.0237
C -4.7417 -1.2610 -5.4680 -0.176 0.075 0.149 0.0348
C -3.2882 -1.2882 -5.7542 -0.007 -0.194 -0.317 -0.3798
O -2.8368 -1.9471 -6.6644 -0.008 0.097 0.172 0.1335
H -1.3456 -0.5082 -5.1042 -0.014 -0.013 -0.067 0.1275
H -2.2726 0.8437 -3.2304 -0.014 0.080 -0.048 0.1090
H -6.2938 -0.5058 -4.2391 0.012 0.043 0.018 0.1261
H -5.3724 -1.8576 -6.1148 0.047 -0.002 -0.022 0.1298
C 6.4763 4.8686 0.8379 0.003 -0.175 -0.153 0.0241
C 6.5955 3.5455 0.7463 -0.025 0.146 -0.110 0.0224
C 6.7072 2.6996 1.9554 0.037 -0.154 0.009 -0.3741
O 6.8179 1.4913 1.8720 0.025 0.175 -0.002 0.0708
C 6.6798 3.3787 3.2700 -0.010 0.125 0.135 0.0249
C 6.5606 4.7018 3.3626 0.016 -0.197 0.109 0.0255
C 6.4487 5.5493 2.1533 -0.007 0.289 0.040 -0.3858
O 6.3378 6.7543 2.2362 -0.006 -0.154 -0.020 0.1154
H 6.3942 5.5035 -0.0353 0.006 0.037 0.035 0.1238
H 6.6168 3.0315 -0.2065 0.016 -0.035 0.030 0.1224
H 6.7620 2.7433 4.1427 0.006 -0.033 -0.034 0.1240
H 6.5395 5.2151 4.3157 0.001 0.037 -0.034 0.1247
```
Forces are in eV/Å.

Output
**LUMO energy**: -4.1 eV
**Kohn-Sham gap**: 6.957 eV
**Charge**: +1
**Maximum force**: 3.81 eV/Å